# 1
78
Properties=species:S:1:pos:R:3 method="wB97M-V/def2-TZVPD" de_lowest_kj_mol=10.9 gap_ha=0.2055 lumo_energy_ev=-0.819
C -0.74139 1.41366 0.44122
C -0.65932 2.14392 1.60227
N 0.51285 2.36304 2.29826
C 1.71106 1.64908 2.03928
C 2.91615 2.37020 1.99027
C 2.97279 3.85318 2.17791
C 4.09598 1.66471 1.75174
C 4.09642 0.27432 1.59441
C 5.37987 -0.46170 1.35984
C 2.88845 -0.41837 1.69463
C 1.69155 0.24534 1.99209
C 0.47832 -0.56905 2.32578
C 0.21598 3.01187 3.48957
C -1.12199 3.09816 3.59309
N -1.68099 2.57725 2.43887
C -2.99874 2.06253 2.31155
C -3.43487 1.07267 3.20907
C -2.65287 0.68484 4.42442
C -4.61154 0.38649 2.89416
C -5.35316 0.68925 1.75147
C -6.60641 -0.08155 1.47078
C -4.90923 1.70716 0.89999
C -3.73188 2.41019 1.17267
C -3.26026 3.52097 0.29021
H -1.69812 1.35170 -0.05049
H 0.19245 1.03974 0.03815
H 1.98943 4.29588 2.35161
H 3.61990 4.10595 3.03185
H 3.41972 4.33404 1.29660
H 5.03618 2.21699 1.69027
H 5.19010 -1.53361 1.25530
H 5.88328 -0.10714 0.45230
H 6.07573 -0.31744 2.19644
H 2.86980 -1.50505 1.58621
H 0.73828 -1.63096 2.21852
H 0.12359 -0.42127 3.35834
H -0.36140 -0.38573 1.64321
H 0.97929 3.30428 4.19299
H -1.71915 3.45933 4.41288
H -3.19634 -0.11747 4.94004
H -1.65798 0.28071 4.18493
H -2.54345 1.51503 5.13704
H -4.93827 -0.41410 3.56057
H -7.06826 0.25426 0.53982
H -6.40030 -1.15585 1.39240
H -7.33147 0.04361 2.28406
H -5.48048 1.95416 0.00253
H -4.01109 3.69367 -0.49004
H -3.14096 4.46187 0.84876
H -2.30780 3.29232 -0.20111
O 2.46063 -4.44744 -1.36429
C 1.90832 -4.14370 -2.41361
C 1.39569 -2.79790 -2.82007
C 1.53838 -1.67624 -2.04862
C 1.07130 -0.36659 -2.42343
C -0.22170 -0.16701 -2.96826
C -0.62341 1.09691 -3.38263
C 0.25207 2.18779 -3.27509
C 1.52048 2.01290 -2.70488
C 1.91378 0.76026 -2.24348
C 0.92124 -2.88925 -4.23956
O 0.53226 -2.00739 -4.99564
C 1.06239 -4.32954 -4.62292
C 0.74912 -4.94301 -5.83248
C 0.99648 -6.31233 -5.98018
C 1.58285 -7.04434 -4.92605
C 1.91711 -6.40990 -3.72306
C 1.63925 -5.05340 -3.57407
H 2.18068 -1.75713 -1.17010
H -0.90045 -1.01934 -3.03345
H -1.62528 1.22591 -3.79749
H -0.05767 3.16950 -3.63362
H 2.21248 2.85341 -2.62784
H 2.89331 0.59812 -1.78204
H 0.31637 -4.34703 -6.63303
H 0.74176 -6.81710 -6.91311
H 1.77854 -8.10977 -5.05534
H 2.38454 -6.94941 -2.90240

***

# 2
88
Properties=species:S:1:pos:R:3 method="wB97M-V/def2-TZVPD" de_lowest_kj_mol=161.0 gap_ha="0.2291 / 0.1621" lumo_energy_ev="-0.636 / -0.750"
Sr -0.02817 -1.03064 -1.17053
C -2.24881 -1.98346 -3.39889
C -2.91272 -2.91935 -2.57502
C -1.94053 -3.82276 -2.08332
C -0.67795 -3.43939 -2.58508
C -0.85748 -2.28266 -3.39639
H -2.72553 -1.18068 -3.95327
H -3.98099 -2.94718 -2.36239
H -2.13463 -4.66494 -1.42665
H 0.23146 -4.02192 -2.54022
H -0.13708 -1.95153 -4.13698
O -2.27690 4.66060 3.03025
C -1.54327 3.57179 3.57610
C -1.42803 2.48834 2.54236
C -1.14047 1.19545 2.91648
C -0.98740 0.23707 1.93439
N -1.12058 0.49287 0.61997
C -1.44754 1.74297 0.25898
C -1.58852 2.75944 1.18771
C -1.63683 2.01652 -1.22165
C -2.21279 3.18721 -1.67711
C -2.28459 3.43627 -3.04336
C -2.85531 4.73280 -3.56478
O -3.78000 5.34329 -2.67260
C -1.79032 2.48409 -3.91089
C -1.26188 1.32378 -3.38314
N -1.18572 1.08689 -2.06635
H -2.40639 5.32269 3.71034
H -2.02075 3.16485 4.46725
H -0.53919 3.88206 3.85591
H -1.03956 0.92224 3.96600
H -0.75428 -0.78867 2.20493
H -1.82927 3.77058 0.88362
H -2.62490 3.91526 -0.99134
H -3.28755 4.57095 -4.55036
H -2.04146 5.44067 -3.68644
H -4.56872 4.79881 -2.61629
H -1.82986 2.62660 -4.98762
H -0.89194 0.53360 -4.03379
Br 6.03666 -4.62721 -2.39039
C 4.51059 -3.64672 -1.86884
C 3.45790 -4.32081 -1.22645
C 2.34644 -3.56646 -0.92682
N 2.22278 -2.24725 -1.16481
C 3.29677 -1.58512 -1.72476
C 4.45364 -2.31429 -2.13356
C 3.21435 -0.16907 -1.82531
C 4.33157 0.64561 -2.20462
C 4.21044 1.99336 -2.18874
Br 5.70097 3.06969 -2.62094
C 2.99452 2.63160 -1.82435
C 1.95844 1.79864 -1.48133
N 2.00797 0.44457 -1.45980
H 3.50139 -5.37827 -1.00100
H 1.49393 -4.05013 -0.45994
H 5.26925 -1.83288 -2.65583
H 5.27754 0.19842 -2.47935
H 2.88481 3.71029 -1.81926
H 1.01176 2.25121 -1.18967
Cl -6.14444 -2.11728 5.54805
C -5.08437 -2.20592 4.17651
C -3.80652 -2.73812 4.33002
C -2.96601 -2.81449 3.23770
C -3.37514 -2.35977 1.95926
C -2.51555 -2.43376 0.84810
C -4.68063 -1.81693 1.84800
C -5.52397 -1.74546 2.93796
H -3.48550 -3.08687 5.30382
H -1.96740 -3.23272 3.34918
H -2.83892 -2.09392 -0.13377
H -1.53752 -2.91153 0.93771
H -5.01664 -1.46149 0.87591
H -6.52445 -1.33893 2.84207
S 1.50331 -2.41104 2.23640
C 2.64411 -1.14178 2.29107
N 2.46337 -0.01249 3.00899
C 3.42798 1.09460 3.09454
C 4.25813 1.13577 1.83030
C 4.86880 -0.23149 1.62271
N 3.80765 -1.24728 1.64625
H 1.59542 0.03346 3.50194
H 4.07956 0.96453 3.95847
H 2.87758 2.02287 3.23048
H 5.03898 1.89502 1.90522
H 3.62235 1.37792 0.98097
H 5.60779 -0.43827 2.39931
H 5.36892 -0.28124 0.66124
H 3.90783 -2.08314 1.09753

***

# 3
86
Properties=species:S:1:pos:R:3 method="wB97M-V/def2-TZVPD" de_lowest_kj_mol=138.5 gap_ha=0.2193 lumo_energy_ev=2.216 total_charge=-1
Pd 1.21518 -0.42121 1.79207
F -2.46890 -4.17189 6.56807
C -2.19346 -3.35520 5.54534
C -3.05775 -3.26332 4.47333
F -4.18489 -3.98324 4.46817
C -2.76027 -2.40952 3.42263
F -3.69737 -2.32563 2.47379
C -1.59371 -1.65403 3.36523
P -1.06400 -0.69001 1.83003
C -2.16404 0.76919 2.01151
C -2.22431 1.69107 0.96440
C -2.98342 2.84384 1.08955
C -3.67035 3.11374 2.26503
C -3.58932 2.21971 3.32084
C -2.84419 1.05590 3.19491
C -1.84534 -1.76385 0.57242
C -2.87208 -1.38343 -0.28000
C -3.33597 -2.25826 -1.24729
C -2.79240 -3.53144 -1.36353
C -1.77233 -3.92062 -0.50933
C -1.29362 -3.03352 0.44443
C -0.77331 -1.72295 4.50035
Br 0.74300 -0.61593 4.72067
C -1.05679 -2.56636 5.56077
F -0.26083 -2.64074 6.63470
H -1.62844 1.48476 0.07947
H -3.02424 3.54352 0.26337
H -4.25864 4.01774 2.36117
H -4.10990 2.42257 4.24890
H -2.80222 0.37470 4.03389
H -3.29116 -0.38798 -0.21504
H -4.11104 -1.93491 -1.93069
H -3.15112 -4.20817 -2.12908
H -1.32606 -4.90345 -0.60284
H -0.45652 -3.31519 1.07665
O 3.25036 1.38782 1.24439
S 3.46855 0.54803 2.46025
C 5.18156 0.94823 2.99059
C 6.08086 0.20889 2.01770
C 5.53969 -1.21856 2.00588
C 4.02138 -1.10164 1.84955
H 5.30255 0.58602 4.01435
H 5.25654 2.03320 2.97155
H 7.13381 0.25484 2.30151
H 5.97365 0.65685 1.02692
H 5.77983 -1.70583 2.95530
H 5.96855 -1.82342 1.20558
H 3.46278 -1.88341 2.36895
H 3.72488 -1.08193 0.79663
C 1.48029 -1.67834 -1.27329
C 1.56536 -0.54788 -2.30085
C 1.48241 -1.18734 -3.68662
C 2.92741 0.13632 -2.16208
Si 0.17855 0.72456 -1.83256
O -0.19530 0.67012 -0.30543
C 0.87255 2.42380 -2.33492
C 1.34726 3.30204 -1.36311
C 1.87944 4.53923 -1.70547
C 1.94849 4.92266 -3.03698
C 1.48244 4.06273 -4.02305
C 0.95007 2.83141 -3.66910
C -1.42112 0.62001 -2.90147
C -1.65310 0.02598 -4.14111
C -2.90184 0.05824 -4.75257
C -3.96451 0.70040 -4.13955
C -3.76166 1.31430 -2.91091
C -2.51381 1.26677 -2.31118
H 2.33338 -2.36490 -1.38281
H 0.56022 -2.25663 -1.38742
H 1.45682 -1.27574 -0.25661
H 2.32020 -1.88419 -3.82178
H 1.54598 -0.44472 -4.48684
H 0.56259 -1.75889 -3.81493
H 3.72509 -0.61332 -2.26182
H 3.04190 0.62240 -1.19025
H 3.08216 0.89428 -2.93332
H 1.30696 2.99616 -0.32346
H 2.24406 5.20452 -0.93086
H 2.36225 5.88742 -3.30730
H 1.52792 4.35804 -5.06589
H 0.56960 2.17928 -4.44973
H -0.85032 -0.47708 -4.66185
H -3.04086 -0.42099 -5.71442
H -4.93882 0.72549 -4.61331
H -4.58000 1.82511 -2.41684
H -2.37724 1.73376 -1.34332

***

# 4
90
Properties=species:S:1:pos:R:3 method="wB97M-V/def2-TZVPD" s2=6.023 de_lowest_kj_mol=0.0 multiplicity=5 gap_ha="0.2729 / 0.2402" lumo_energy_ev="2.154 / 1.167" total_charge=-1
Ru 1.13505 -2.78019 -1.58677
O 1.49698 -3.94030 -5.45424
C 1.13338 -3.53378 -4.36361
N 1.66781 -3.83170 -3.14927
C 2.50499 -4.94601 -2.90992
C 2.78248 -5.96295 -3.81640
C 3.55114 -7.04240 -3.40493
C 4.03685 -7.10376 -2.10781
C 3.77763 -6.08143 -1.20629
C 3.01441 -4.98896 -1.60854
N 2.64560 -3.89144 -0.80422
C 3.41711 -3.49647 0.23896
O 4.43427 -4.02723 0.66030
C 2.90136 -2.24488 0.88804
C 3.50781 -1.73877 2.02246
C 2.97844 -0.59410 2.59142
C 1.88350 0.00773 1.99351
C 1.35562 -0.55023 0.84298
N 1.85254 -1.66737 0.31089
C -0.08233 -2.66091 -4.23962
C -0.75998 -2.23650 -5.36065
C -1.93145 -1.51301 -5.18297
C -2.37866 -1.26162 -3.90050
C -1.62987 -1.70922 -2.82076
N -0.49929 -2.39053 -2.99350
H 2.40253 -5.90123 -4.82303
H 3.76453 -7.83990 -4.10545
H 4.62490 -7.95480 -1.78799
H 4.16250 -6.12080 -0.20143
H 4.36402 -2.26046 2.42460
H 3.41297 -0.17499 3.49014
H 1.42739 0.89311 2.41192
H 0.51980 -0.09334 0.33331
H -0.36460 -2.49055 -6.33323
H -2.49056 -1.15949 -6.04006
H -3.29304 -0.71554 -3.71704
H -1.94499 -1.54326 -1.80319
O -2.26715 -2.87152 -0.09037
Cl -0.88264 -2.90977 0.41361
O -0.84270 -2.14775 1.66786
O -0.50644 -4.30176 0.67764
O 0.24578 0.08943 -1.99481
C 3.76483 -0.49912 -2.47382
C 2.49727 0.29136 -2.26158
O 2.47741 1.50562 -2.20563
N 1.35255 -0.51305 -2.13139
Te -2.04229 1.40721 0.43134
C -2.21906 3.50362 0.16992
C -1.34898 4.16505 -0.70450
C -0.27670 3.48846 -1.52217
C -1.45361 5.55298 -0.82789
C -2.38211 6.28886 -0.11468
C -2.47205 7.78534 -0.25340
C -3.24550 5.60567 0.73495
C -3.19001 4.22639 0.88404
C -4.16689 3.56423 1.81750
C -1.74082 1.42067 2.53060
C -0.77770 2.24999 3.11604
C 0.04688 3.24183 2.33889
C -0.55956 2.15631 4.49084
C -1.25792 1.26278 5.28705
C -0.99054 1.15636 6.76461
C -2.20572 0.44986 4.67982
C -2.46383 0.50972 3.31514
C -3.48766 -0.42252 2.72871
H 4.05124 -0.43390 -3.52514
H 3.64975 -1.55242 -2.21764
H 4.56232 -0.05656 -1.87933
H -0.28166 2.40108 -1.47530
H 0.71450 3.81323 -1.19624
H -0.37203 3.77206 -2.57191
H -0.77468 6.06398 -1.50386
H -1.71895 8.16158 -0.94528
H -2.32295 8.27769 0.70960
H -3.45346 8.08658 -0.62531
H -3.99045 6.16309 1.29496
H -4.93622 4.27231 2.12581
H -3.67015 3.18410 2.71315
H -4.64596 2.71009 1.33645
H 0.42240 2.81183 1.40665
H 0.89410 3.57805 2.93738
H -0.54018 4.11905 2.06049
H 0.18871 2.79939 4.94386
H -0.28209 1.91701 7.09258
H -0.57557 0.17808 7.01542
H -1.91034 1.27817 7.33964
H -2.75871 -0.26395 5.28214
H -4.05494 -0.91107 3.52053
H -2.99878 -1.19262 2.12675
H -4.18161 0.11422 2.07916

***

# 5
88
Properties=species:S:1:pos:R:3 method="wB97M-V/def2-TZVPD" s2=2.054 de_lowest_kj_mol=26.2 multiplicity=3 gap_ha="0.2125 / 0.2097" lumo_energy_ev="2.623 / 2.185" total_charge=-1
Mo 0.19868 0.31394 0.64825
O 3.95204 2.49596 0.68601
C 2.88585 1.94505 0.38805
N 2.07002 1.28323 1.21167
C 2.70053 0.90063 2.47119
C 1.93917 -0.27673 3.01400
C 2.01809 -0.74121 4.28955
C 1.14909 -1.84228 4.65073
C 0.24204 -2.34072 3.80014
C 0.08588 -1.77357 2.41269
N 1.13624 -0.81931 2.07638
C 2.47621 1.88822 -1.05995
C 3.14510 2.61808 -2.03165
C 2.78987 2.42960 -3.35442
C 1.78443 1.52258 -3.65992
C 1.16337 0.84598 -2.62534
N 1.50941 1.02227 -1.34995
H 3.74739 0.63861 2.28543
H 2.72738 1.71939 3.19616
H 2.68474 -0.28434 5.00746
H 1.23876 -2.27318 5.64365
H -0.39258 -3.17135 4.09096
H 0.12015 -2.59197 1.67417
H 3.92920 3.29231 -1.71794
H 3.28769 2.98141 -4.14200
H 1.47071 1.34635 -4.67998
H 0.36506 0.13865 -2.81577
C -2.00268 2.79944 2.44007
N -0.56910 2.53032 2.45014
C -0.09812 2.51034 3.82677
C 0.13009 3.54949 1.68886
C -0.17230 3.45660 0.18478
N -0.73702 2.16127 -0.18032
C -1.47080 2.15747 -1.32344
C -2.59800 1.31357 -1.44749
F -2.96453 0.56787 -0.39229
C -3.37889 1.26702 -2.57662
F -4.46388 0.46438 -2.57727
C -3.11864 2.04995 -3.68820
C -2.04066 2.90171 -3.58875
F -1.71994 3.68978 -4.63688
C -1.24621 2.96449 -2.45992
F -0.19516 3.81196 -2.49584
H -2.20821 3.80161 2.85595
H -2.51476 2.05066 3.03671
H -2.38194 2.74805 1.42210
H -0.33890 3.45461 4.34566
H 0.98004 2.37414 3.85165
H -0.55829 1.67770 4.35382
H 1.19727 3.42078 1.86311
H -0.14093 4.55870 2.04859
H 0.75657 3.69174 -0.35019
H -0.88431 4.24328 -0.09203
H -3.73203 2.00392 -4.57459
N -0.17452 -1.03035 -0.53946
C 0.09849 -1.99566 -1.33994
C -0.82343 -2.31103 -2.46199
C -2.18869 -2.04645 -2.34942
C -3.04228 -2.28971 -3.41416
C -2.54610 -2.78207 -4.61397
C -1.18653 -3.03228 -4.74194
C -0.33306 -2.80388 -3.67364
C 1.33529 -2.79930 -1.14897
C 2.48624 -2.21298 -0.62185
C 3.61561 -2.97682 -0.37441
C 3.61502 -4.33831 -0.64418
C 2.47415 -4.93276 -1.16681
C 1.34552 -4.16951 -1.41994
H -2.57044 -1.64406 -1.42013
H -4.09836 -2.08033 -3.30663
H -3.21451 -2.96351 -5.44648
H -0.78674 -3.40269 -5.67801
H 0.72743 -2.99533 -3.78006
H 2.48885 -1.15598 -0.39255
H 4.49595 -2.50358 0.04179
H 4.49575 -4.93489 -0.44137
H 2.45845 -5.99669 -1.36954
H 0.45435 -4.64260 -1.81375
C -2.39308 -0.65160 4.10615
O -1.51622 -0.09010 3.15815
C -1.13922 -0.90499 2.04005
C -2.31270 -1.70173 1.50196
H -3.41621 -0.73737 3.71959
H -2.40531 0.02802 4.96173
H -2.06665 -1.63295 4.45958
H -2.68461 -2.42737 2.23726
H -1.99994 -2.26913 0.62665
H -3.14569 -1.06043 1.21231